# C40H73BFN7O10

7 unconnected molecules or ions with the total composition C40H73BFN7O10 in a non-equilibrium geometry (ωB97M-V/def2-TZVPD, OMol25).

Results
* structure (SMILES): C=Cc1cc(CCCCCCCCCC)c(B(O)OCC)c2c1C(=O)N(F)C2=O.CNC(C)=O.CNC(C)=O.CNC(C)=O.CNC(C)=O.CNC(C)=O.CNC(C)=O

CARTESIAN COORDINATES (ANGSTROEM)
1 H -5.907 0.492 -5.131
2 H 7.878 -2.317 -1.936
3 C 9.481 -5.052 -5.680
4 N 5.841 -1.788 -1.708
5 C 8.591 -0.156 -6.609
6 C -2.339 4.750 2.993
7 H 6.925 -4.194 -0.882
8 C -11.882 -1.910 1.747
9 H 12.291 -3.782 -3.612
10 H -3.037 -0.151 -0.326
11 H 3.110 -0.920 -1.359
12 C 0.402 5.020 2.758
13 H -5.558 1.553 3.995
14 C 11.433 -3.398 -4.170
15 C 2.343 -0.731 -0.491
16 N -7.062 -2.911 1.071
17 H -9.085 -2.739 0.475
18 H -6.913 2.833 -2.456
19 H -14.411 -2.876 1.707
20 H -5.217 2.925 2.726
21 C 5.405 0.130 5.676
22 H 7.532 -0.821 -1.030
23 H -3.449 0.155 3.030
24 N 8.086 -1.295 -6.052
25 C -0.845 4.194 3.431
26 H -3.606 2.454 0.657
27 H 6.371 -1.877 -5.063
28 H 11.550 -3.637 -5.228
29 O 8.326 -5.151 -3.584
30 H -2.883 4.701 5.233
31 C 9.292 -4.740 -4.221
32 C -7.263 1.298 -3.683
33 H -7.923 -1.424 -1.095
34 C -13.746 -3.537 2.264
35 H -13.737 -4.525 1.796
36 C 6.201 -4.221 -1.700
37 H -3.975 2.447 5.477
38 H -11.694 -3.596 2.800
39 O -10.690 -1.642 1.879
40 C -5.782 3.282 -4.193
41 C 6.023 0.433 3.128
42 H -2.533 2.131 4.304
43 C 2.438 3.171 3.067
44 H -1.592 -0.155 0.996
45 H 5.614 -5.140 -1.612
46 H 3.013 2.361 8.153
47 N 6.415 -0.048 4.532
48 H 2.190 -1.722 0.138
49 H -7.315 1.366 -5.822
50 H 3.700 -0.163 1.250
51 C -6.556 -1.773 0.515
52 C -7.497 -0.882 -0.247
53 H -6.237 4.265 -4.337
54 C 2.099 2.940 4.682
55 H -5.588 2.825 -5.165
56 H 0.962 3.348 1.313
57 B 4.160 2.473 0.925
58 H 0.806 0.441 6.636
59 O -8.002 0.755 -2.865
60 C 2.605 1.722 7.262
61 C -8.420 -3.400 1.032
62 O 5.467 -0.496 6.856
63 H -13.249 -1.561 0.137
64 H -14.102 -3.631 3.293
65 H 1.650 -0.135 8.408
66 H -7.517 -0.254 -5.126
67 C 2.875 0.411 0.608
68 H -0.077 5.733 1.929
69 C -12.823 -1.019 0.986
70 H 7.225 0.193 -8.219
71 H 5.974 3.068 0.156
72 H -12.276 -0.153 0.602
73 H -8.411 -4.388 0.564
74 C -3.571 2.699 4.384
75 H 5.162 -1.039 -1.644
76 C 7.232 -1.440 -1.879
77 H -8.776 -3.494 2.060
78 H 11.381 -2.313 -4.045
79 C 4.320 1.180 5.035
80 O 4.071 -3.149 -1.473
81 C 3.020 1.955 5.664
82 H 8.198 1.601 -7.754
83 H -4.841 3.398 -3.651
84 H 6.716 -4.231 -2.664
85 H -4.428 4.885 4.136
86 H -6.368 -3.459 1.567
87 C -4.093 0.900 2.356
88 C 3.780 2.336 2.519
89 H -4.946 0.307 1.772
90 C 1.616 0.594 7.493
91 N 10.236 -3.973 -3.604
92 H -0.707 3.041 3.235
93 H 9.493 -4.128 -6.263
94 O 3.470 1.592 -0.037
95 H -8.291 -0.523 0.413
96 H -2.211 2.119 1.928
97 H 1.189 3.467 5.196
98 H 0.879 5.706 3.578
99 C -6.977 0.693 -5.030
100 O -5.364 -1.505 0.646
101 O 5.159 3.529 0.564
102 H 6.737 -2.771 -6.560
103 H 7.325 -0.857 -2.799
104 N -12.388 -3.048 2.304
105 H -6.950 -0.016 -0.630
106 H 6.856 1.093 -6.710
107 H -2.405 5.918 2.915
108 C 7.650 0.735 -7.371
109 C 4.712 1.363 3.453
110 H 10.411 -5.608 -5.827
111 C -3.393 4.333 4.223
112 H 1.254 -0.439 -0.883
113 H 6.063 -1.122 -6.649
114 H -2.703 4.319 1.961
115 H -0.777 4.367 4.610
116 H -13.617 -0.660 1.646
117 C -3.065 1.606 1.288
118 C 5.286 -3.031 -1.618
119 H 1.915 0.660 1.271
120 O 6.606 0.107 1.958
121 H 2.207 4.813 1.362
122 C -2.292 0.501 0.304
123 N -6.673 2.490 -3.379
124 C 6.728 -1.783 -6.092
125 H -1.567 1.149 -0.380
126 C 1.547 4.090 2.042
127 O 9.784 0.111 -6.477
128 H 8.780 -1.842 -5.556
129 C -4.704 2.064 3.350
130 F 7.559 0.632 4.808
131 H 8.650 -5.671 -6.031
132 H 10.040 -3.806 -2.623


# C40H73NO2

4 unconnected molecules or ions with the total composition C40H73NO2 in a non-equilibrium geometry (ωB97M-V/def2-TZVPD, OMol25).

Results
* structure (SMILES): C#CCCC[C@@H]1C(=O)O[C@@H](CCC)[C@]1(CCN)Cc1cccc(C)c1.CCCCCC.CCCCCC.CCCCCC

CARTESIAN COORDINATES (ANGSTROEM)
1 H 0.683 -3.628 -2.929
2 H 2.733 -4.063 -4.773
3 H 6.432 -7.927 8.764
4 C -3.124 8.024 -0.197
5 H -6.227 8.382 -4.064
6 H -0.149 8.113 -5.308
7 C -2.054 9.115 0.322
8 C -8.615 7.466 -1.337
9 C -2.222 10.593 -0.314
10 H 0.790 -0.781 -4.347
11 C -7.574 6.698 -0.390
12 H -2.235 9.229 1.469
13 H -5.329 5.968 -0.070
14 H -3.936 6.178 -3.370
15 H -0.969 4.238 -1.874
16 H 1.488 1.497 -1.933
17 C 0.935 -2.726 -2.367
18 H 4.534 -8.233 6.356
19 C 3.428 -7.892 1.873
20 C 4.529 -9.316 6.188
21 C 1.369 -2.521 -5.463
22 H 3.564 -2.387 -7.204
23 H -2.783 10.547 -1.316
24 C -8.102 8.071 -2.704
25 H -2.975 1.181 -0.545
26 C 5.502 -9.870 8.518
27 H -2.753 11.276 0.469
28 H -0.484 11.812 0.496
29 H 0.469 -3.067 -5.162
30 C -3.026 3.260 -1.380
31 H -0.649 7.991 -1.755
32 H -1.915 9.046 -2.590
33 H 5.747 -11.018 6.717
34 C 5.503 -8.438 9.034
35 H 1.890 -5.458 1.915
36 H 2.948 -8.448 1.064
37 H 6.334 -10.409 8.984
38 C 3.125 -9.853 6.479
39 H 0.088 10.508 -0.712
40 H 1.941 -11.651 6.343
41 H 4.527 -3.651 -6.427
42 C -2.847 7.198 -1.558
43 C 0.350 1.526 -1.711
44 H -0.195 8.985 -3.918
45 H 2.479 -0.788 -4.803
46 C 2.048 -1.936 -3.038
47 C 2.500 -3.526 -5.697
48 H -2.054 2.351 0.549
49 H 4.747 -9.454 5.121
50 H 1.584 -7.498 2.963
51 H 4.589 -10.377 8.842
52 H 2.405 -9.280 5.883
53 H 2.396 -8.998 3.412
54 C 2.967 -11.328 6.144
55 C 2.563 -7.956 3.124
56 H -2.390 4.743 -2.936
57 H -0.756 12.051 -1.375
58 H -8.876 8.591 -3.389
59 C -0.917 1.559 -1.314
60 C 2.408 -6.345 -1.405
61 C -6.038 6.532 -0.772
62 C -5.511 7.165 -2.115
63 H 1.255 -7.179 0.211
64 C 1.671 -1.429 -4.431
65 H 3.255 -7.029 -1.321
66 C 3.765 -2.887 -6.252
67 H 5.420 -8.431 10.124
68 H 6.603 -9.493 6.708
69 C -2.246 5.830 -0.908
70 H 0.798 -5.549 -0.241
71 C -0.739 11.280 -0.510
72 H -9.725 7.548 -0.998
73 H 2.150 -4.281 -6.410
74 C -1.646 7.933 -2.361
75 H -2.059 7.402 -4.606
76 H -8.461 6.998 1.669
77 C -2.258 2.103 -0.558
78 H -0.951 8.812 0.205
79 H 4.663 -7.863 8.636
80 H 4.375 -8.405 2.078
81 H -4.107 8.632 -0.225
82 O -3.184 7.041 0.912
83 H -9.256 5.665 0.665
84 H -7.581 5.284 1.472
85 C -1.259 7.253 -3.778
86 H 4.186 -2.155 -5.559
87 H 2.779 -5.374 -1.745
88 H 4.267 -5.944 2.240
89 H 2.957 -2.546 -3.085
90 H 2.292 -1.072 -2.409
91 C 2.521 -5.621 1.035
92 N -0.027 8.015 -4.279
93 H 2.872 -4.626 0.731
94 H -3.992 3.564 -0.808
95 H 4.444 -6.498 0.590
96 C -2.709 5.685 0.639
97 H -3.875 8.026 -3.371
98 H 3.051 -7.449 3.961
99 C 1.661 -6.207 -0.087
100 C -4.005 7.094 -2.679
101 H 1.247 -3.038 -1.365
102 C 3.740 -6.461 1.429
103 C -8.223 6.103 0.989
104 H 2.860 -9.681 7.527
105 C -6.571 7.926 -3.047
106 H 0.033 -2.117 -2.265
107 H 3.632 -11.953 6.745
108 O -2.652 4.710 1.444
109 H -3.405 2.762 -2.367
110 H -1.125 6.141 -0.771
111 H 1.739 -6.739 -2.176
112 H 3.181 -11.513 5.088
113 H -0.924 6.153 -3.705
114 H 1.122 -2.036 -6.415
115 C 5.656 -9.963 6.998
116 C -2.104 4.508 -1.828


# C40H76BrO8P

7 unconnected molecules or ions with the total composition C40H76BrO8P in a non-equilibrium geometry (ωB97M-V/def2-TZVPD, OMol25).

Results
* structure (SMILES): COCCCC[PH2](Br)COc1cc(C)ccc1C(C)C.C1CCOC1.C1CCOC1.C1CCOC1.C1CCOC1.C1CCOC1.C1CCOC1

CARTESIAN COORDINATES (ANGSTROEM)
1 H -1.309 -2.752 -4.299
2 H -1.161 3.449 2.911
3 C -3.147 0.829 -0.634
4 C -2.960 -3.701 1.802
5 H 3.817 5.937 -1.386
6 H -4.977 6.251 0.115
7 H -7.245 3.893 1.448
8 H -2.168 1.135 -0.979
9 O 4.378 -0.060 2.711
10 H -1.253 -2.575 6.092
11 O -5.584 4.293 0.290
12 C 2.890 5.877 -1.961
13 C -6.648 5.791 -1.196
14 H 1.229 4.475 -2.064
15 C 5.275 -4.281 -1.756
16 H -3.074 -4.948 -4.213
17 H 3.715 1.797 2.305
18 H -3.521 -0.015 -1.207
19 H 3.050 0.840 -0.667
20 C -4.011 -2.932 2.290
21 H 0.666 5.168 1.621
22 C -3.096 -0.956 1.197
23 H 4.362 -4.733 -2.147
24 H -4.883 -1.010 2.400
25 C -1.294 -4.631 -5.393
26 H 6.515 -2.379 -3.680
27 H 3.434 4.300 -4.820
28 H 5.261 -4.363 -0.666
29 C 6.538 -4.892 -2.345
30 H -1.409 -1.486 3.933
31 C -0.033 4.874 0.829
32 C -2.867 -5.158 2.160
33 C -0.662 -3.625 -4.442
34 H -4.166 2.355 1.377
35 H -0.543 -6.349 -3.256
36 H -0.650 -3.015 3.455
37 H 3.425 -1.491 -0.751
38 H 0.252 -3.387 5.645
39 C -1.610 3.485 1.915
40 C -0.531 -2.128 4.076
41 O 5.298 -2.891 -2.102
42 C 2.256 0.249 -0.211
43 C -4.231 1.289 1.576
44 H 6.876 -5.771 -1.797
45 C 5.624 -0.570 2.305
46 H -7.740 6.098 0.642
47 H 1.106 -1.478 6.913
48 H -1.389 2.339 0.084
49 H -2.639 3.136 1.994
50 C -6.994 4.086 0.404
51 H 6.371 -5.182 -3.385
52 O -1.126 -1.078 -0.055
53 C 3.807 0.847 1.779
54 H 6.914 -1.609 -2.132
55 C 2.308 4.472 -1.874
56 C 7.507 -3.714 -2.280
57 C -1.995 -3.095 0.994
58 C -0.318 -2.459 5.546
59 C 6.591 -2.541 -2.599
60 C -3.113 0.524 0.888
61 H -1.662 5.685 2.047
62 H 1.236 -3.684 -0.462
63 H -1.205 -3.728 0.612
64 C -5.328 5.436 -0.528
65 H -0.005 -1.283 -1.729
66 H -4.540 5.197 -1.243
67 H 2.209 6.640 -1.588
68 O -0.517 -4.292 -3.185
69 H 0.123 5.529 -0.030
70 H 7.907 -3.616 -1.268
71 H -6.778 5.207 -2.110
72 C -0.252 -1.885 -0.858
73 H 5.515 -1.314 1.513
74 H -0.110 -0.412 6.200
75 H 0.316 -3.278 -4.778
76 Br 3.185 -3.242 1.343
77 H -2.123 -5.665 1.553
78 H 2.136 -1.146 -1.848
79 H 2.312 -1.647 4.816
80 O 0.632 -1.410 3.654
81 H 8.345 -3.795 -2.971
82 H -7.264 3.204 -0.187
83 C -2.046 -1.740 0.690
84 H 0.706 -2.148 1.293
85 C -7.657 5.343 -0.143
86 H 2.277 6.236 -4.000
87 P 1.345 -2.394 0.072
88 H 4.475 0.993 0.931
89 H -8.654 5.155 -0.540
90 H -2.162 5.011 0.492
91 C 2.404 0.422 1.307
92 H 3.939 6.750 -3.693
93 H -3.841 1.650 -0.803
94 H 1.725 1.219 1.597
95 C -0.783 2.667 0.936
96 C -2.141 -5.469 -4.439
97 H -5.205 0.970 1.204
98 C 1.409 -1.030 4.794
99 H -6.721 6.847 -1.454
100 C -1.472 4.888 1.330
101 H -2.181 0.943 1.266
102 O 2.945 3.709 -2.905
103 H -2.507 -5.234 3.187
104 H -1.866 -4.158 -6.189
105 H 1.333 0.715 -0.547
106 H -4.764 -3.398 2.908
107 H -4.217 1.183 2.659
108 H 4.724 4.463 -3.613
109 H -3.828 -5.657 2.108
110 C -1.255 -5.518 -3.202
111 H -0.521 -5.253 -5.851
112 C -4.062 -1.573 1.987
113 H -0.804 -2.740 -1.245
114 C 2.391 -1.163 -0.793
115 H 6.290 0.219 1.946
116 H 2.110 -0.444 1.896
117 H -0.332 1.787 1.397
118 H 1.709 0.014 4.691
119 C 0.529 -1.278 6.012
120 H -2.386 -6.458 -4.821
121 H 6.092 -1.059 3.154
122 C 3.649 4.583 -3.788
123 C 3.191 5.996 -3.453
124 H -1.824 -5.608 -2.276
125 O 0.252 3.525 0.450
126 H 2.482 3.996 -0.910


no.,molar mass (g/mol),E_tot (eV),HOMO level (eV)
1,841.87,-76947.31013,-8.87
2,600.03,-48238.04173,-8.44
3,795.92,-138420.28905,-7.78